ORCA calculation (wB97M-V/def2-TZVPD) on a structure of composition C35H39AgBCl2N5O4.

Structure (XYZ):
```
87
C35H39AgBCl2N5O4 wB97M-V/def2-TZVPD
Ag 0.12448 -0.85755 0.48635
C 2.23585 1.45844 -1.47928
N 2.17565 0.27248 -0.64546
C 3.09220 -0.59806 -0.82607
C 3.22174 -1.82415 -0.09086
C 4.20911 -2.80349 -0.26677
C 3.92802 -3.79497 0.68102
C 2.79024 -3.34276 1.36877
N 2.36119 -2.15811 0.91242
C 2.15710 2.73561 -0.68253
C 3.20581 3.64541 -0.64448
C 3.07728 4.84467 0.05164
C 1.89082 5.13908 0.70869
C 0.84181 4.22455 0.68290
C 0.98088 3.02710 0.00249
H 1.37695 1.44727 -2.15485
H 3.14558 1.46286 -2.10187
H 3.86545 -0.42504 -1.59271
H 5.00527 -2.78856 -0.99865
H 4.46577 -4.71726 0.85209
H 2.26621 -3.84243 2.17306
H 4.12580 3.42184 -1.17525
H 3.89877 5.55238 0.06471
H 1.77955 6.08157 1.23265
H -0.10219 4.43261 1.17163
H 0.15255 2.32931 -0.00097
Cl -5.30233 5.99545 -2.85223
C -3.68130 6.58614 -3.07492
C -3.51769 7.91913 -3.39990
C -2.24284 8.42335 -3.60892
C -1.15133 7.58921 -3.44068
C -1.33026 6.26127 -3.08094
Cl 0.08914 5.34869 -2.69102
C -2.60696 5.69008 -2.93188
N -2.85862 4.37336 -2.60514
C -2.15919 3.29346 -3.13768
C -1.58956 3.35432 -4.40854
C -0.87316 2.28275 -4.91937
C -0.72963 1.12581 -4.16977
C -1.35946 1.04093 -2.93248
C -2.11200 2.08701 -2.41237
C -2.90486 1.86425 -1.14885
C -2.59600 2.82458 0.03065
O -3.17188 3.95450 -0.01038
O -1.82097 2.40505 0.89803
H -4.39305 8.54480 -3.50385
H -2.10127 9.46163 -3.87619
H -0.14239 7.96301 -3.54536
H -3.20933 4.24360 -1.61503
H -1.69196 4.26547 -4.98778
H -0.42987 2.35806 -5.90570
H -0.13899 0.29488 -4.53576
H -1.27090 0.13805 -2.33398
H -2.72917 0.84452 -0.80708
H -3.96985 1.97566 -1.38876
C 2.27491 2.59255 3.40055
N 2.24451 1.32504 2.70223
C 3.50851 0.66262 2.43013
C 1.13552 0.60368 2.73504
N 0.16101 -0.02256 2.71537
H 2.87190 3.30247 2.82479
H 2.70778 2.48466 4.40487
H 1.26374 2.98490 3.48250
H 4.10520 1.30284 1.77674
H 3.31772 -0.28346 1.92770
H 4.05889 0.47871 3.36209
C -3.57092 -1.92243 -3.02014
C -3.29370 -2.73122 -1.75536
C -4.60888 -3.28628 -1.22188
O -2.75663 -1.83684 -0.78397
B -1.36681 -2.01042 -0.63526
O -1.01068 -3.14585 -1.39730
C -2.16313 -3.79638 -1.92960
C -1.87319 -4.18326 -3.37387
C -2.38051 -5.06532 -1.10526
H -4.27458 -1.12570 -2.77473
H -4.00096 -2.53755 -3.81463
H -2.66102 -1.44975 -3.39058
H -5.33977 -2.47875 -1.16272
H -4.48509 -3.70115 -0.22405
H -5.00805 -4.06167 -1.88254
H -1.54275 -3.32123 -3.94968
H -2.75444 -4.61590 -3.85597
H -1.07178 -4.92336 -3.38808
H -2.58269 -4.81785 -0.06408
H -1.45907 -5.64715 -1.13297
H -3.19837 -5.67745 -1.49458
```

E, eV: -82292.4650
Energy above the lowest of the compared OMol25 structures with the same formula, charge and spin, kJ/mol: 0.0
Net charge: -2
E_LUMO, eV: 4.13
HOMO-LUMO gap, Eh: 0.2032
Highest occupied orbital energy, eV: -1.40

Löwdin population analysis, charges in e, atoms 1 to 5: 0.639 -0.191 0.008 -0.156 -0.398


ORCA calculation (wB97M-V/def2-TZVPD) on a structure of composition C35H39AsN2O2Tc at a distorted geometry.

Structure (XYZ):
```
80
C35H39AsN2O2Tc wB97M-V/def2-TZVPD
Tc -0.06436 1.32024 1.03482
O 1.47108 1.40801 2.79020
C 1.41216 2.46377 3.80919
C 0.01098 2.57585 4.36792
C -1.00203 3.28155 3.42145
C -2.10528 2.34753 3.01313
C -3.29999 2.32921 3.72139
C -4.28357 1.40348 3.41654
C -4.04785 0.48926 2.38812
C -2.85610 0.55114 1.71322
N -1.90203 1.46774 2.00708
H 2.40624 1.29593 2.53786
H 1.73528 3.41030 3.36928
H 2.10200 2.19670 4.60949
H 0.08603 3.13344 5.30061
H -0.33867 1.57243 4.62462
H -0.49002 3.69299 2.54332
H -1.44272 4.13574 3.93054
H -3.43974 3.04499 4.52066
H -5.21426 1.39156 3.97027
H -4.78248 -0.25860 2.12293
H -2.62609 -0.15307 0.92293
O 0.02791 -0.57780 1.39211
As 0.93021 -1.67066 2.41521
C 0.29360 -1.55569 4.23648
C 1.10508 -2.05700 5.24877
C 0.58345 -2.17514 6.53024
C -0.73529 -1.81922 6.77998
C -1.53670 -1.31450 5.76298
C -1.02716 -1.19075 4.47901
C 2.84041 -1.42188 2.29327
C 3.52142 -0.77828 3.32908
C 4.90651 -0.73571 3.29389
C 5.59553 -1.32447 2.23866
C 4.90728 -1.95782 1.21089
C 3.52084 -2.00472 1.22649
C 0.41236 -3.44381 1.87075
C 1.33964 -4.47406 1.97742
C 0.92037 -5.77590 1.74334
C -0.41090 -6.02935 1.43940
C -1.32636 -4.98961 1.31629
C -0.91922 -3.68651 1.54674
H 2.12232 -2.36767 5.04721
H 1.20696 -2.55800 7.32673
H -1.15276 -1.96740 7.76722
H -2.56163 -1.03401 5.96796
H -1.65155 -0.83331 3.66572
H 2.98093 -0.35420 4.16778
H 5.45151 -0.26182 4.09981
H 6.67673 -1.28933 2.21966
H 5.45103 -2.42705 0.40188
H 2.98400 -2.49513 0.42317
H 2.37124 -4.27504 2.23949
H 1.63123 -6.58892 1.79505
H -0.74552 -7.05240 1.32853
H -2.35204 -5.20019 1.04615
H -1.62496 -2.86550 1.47978
C -3.42777 2.48258 -3.94126
N -3.24110 1.33756 -2.99952
C -4.06837 1.52043 -1.77783
C -1.79877 1.00376 -2.67749
C -0.97264 2.13554 -2.09300
C -0.46862 3.10960 -2.95804
C 0.31063 4.17779 -2.52108
C 0.63071 4.31087 -1.17798
C 0.18654 3.31593 -0.32103
C -0.57519 2.22281 -0.75325
H -4.47707 2.54135 -4.22284
H -2.84066 2.33179 -4.84516
H -3.13889 3.41318 -3.46017
H -3.59531 0.51249 -3.49136
H -3.65977 2.34083 -1.19004
H -4.06965 0.60402 -1.19135
H -5.09078 1.76065 -2.06023
H -1.33918 0.68072 -3.61146
H -1.81016 0.15353 -1.99665
H -0.66557 3.02044 -4.01916
H 0.67958 4.90931 -3.22915
H 1.20202 5.15885 -0.82508
H 0.45415 3.43343 0.75447
```

E, eV: -106999.0320
Multiplicity: 4
Net charge: +4
<S²>: 3.803
E_LUMO (alpha / beta), eV: -13.47 / -13.72
HOMO-LUMO gap (alpha / beta), Eh: 0.1865 / 0.1774
Highest occupied orbital energy (alpha / beta), eV: -18.55 / -18.55

Löwdin population analysis, charges in e, atoms 1 to 5: 1.658 -0.200 -0.161 -0.124 -0.100


ORCA calculation (wB97M-V/def2-TZVPD) on a cluster of 2 separate species, C35H39F14NO5PS3 in total at a distorted geometry.

Structure (XYZ):
```
98
C35H39F14NO5PS3 wB97M-V/def2-TZVPD
C -6.42298 -2.66965 -0.24473
C -4.91438 -2.11010 -0.35910
O -4.25156 -1.94037 0.91943
C -3.40393 -0.74470 0.91676
C -2.03197 -0.99208 1.78444
P -2.57503 -2.42604 2.90975
S -1.32517 -2.83015 4.34513
C -0.92208 -1.36497 0.64508
C -0.93739 -2.81301 -0.02621
C -0.03498 -2.79297 -1.37043
C 1.18970 -3.75379 -1.50337
C 2.05384 -3.67155 -2.78323
C 1.77778 -2.67440 -3.96405
C 0.53999 -1.74871 -3.85459
C 0.21152 -0.70032 -5.04332
C -0.31340 -1.84663 -2.57281
C 0.38571 -0.87765 1.45593
C 1.84723 -1.24417 0.95244
C 3.01616 -0.92470 1.98622
C 4.22642 -0.09047 1.42090
C 5.46966 0.27891 2.25269
C 5.55774 -0.20016 3.74142
C 6.88243 0.17669 4.54108
C 4.35829 -0.99538 4.29615
C 3.08702 -1.38296 3.45850
N 0.05694 0.51376 1.94968
S 0.46363 1.92519 1.02784
O 0.64815 3.05804 2.02300
O 1.78013 1.84921 0.29085
C -0.79705 2.51377 -0.20400
F -1.90323 1.66699 -0.42232
F -1.32933 3.75489 0.27181
C -0.12248 2.88978 -1.63957
F 0.80596 3.95056 -1.53033
F 0.38211 1.75939 -2.29764
F -1.18948 3.40869 -2.43812
C -1.36110 0.31440 2.48473
C -2.26764 1.57082 2.86404
C -1.63084 2.29168 4.14242
C -2.10792 3.81270 4.36239
F -2.23538 4.44087 3.06439
F -3.42796 3.76847 4.87469
C -1.07897 4.73243 5.16226
F -1.32146 6.08130 4.73696
F 0.27882 4.48462 4.77964
S -1.17550 4.71842 7.02269
F 0.40445 4.09929 7.07393
F -1.76483 3.16807 7.12487
F -2.67051 5.43455 7.07675
F -0.45993 6.25463 7.02211
F -1.15681 4.76706 8.68718
H -6.58596 -3.55468 -0.96256
H -7.13461 -1.84279 -0.62599
H -6.73904 -2.95196 0.81278
H -4.98351 -1.13451 -0.97400
H -4.35489 -2.85520 -1.04705
H -4.02998 0.12257 1.31261
H -3.06171 -0.60886 -0.17377
H -2.71600 -3.63406 2.12066
H -3.88515 -2.19458 3.48847
H -0.91633 -0.66035 -0.25502
H -2.01394 -3.12170 -0.30627
H -0.48562 -3.59447 0.68806
H 1.39296 -4.46704 -0.63039
H 2.97326 -4.33927 -2.91838
H 2.43454 -2.59142 -4.88972
H -0.86670 -0.81598 -5.39219
H 0.32300 0.36501 -4.60273
H 0.98811 -0.76106 -5.89159
H -1.23551 -1.16107 -2.46070
H 0.30159 -1.51016 2.42835
H 2.08693 -0.73581 -0.04152
H 1.87888 -2.37933 0.74361
H 4.21000 0.24767 0.32898
H 6.31084 0.86642 1.73205
H 7.77673 -0.00522 3.83089
H 7.08716 -0.50159 5.44986
H 6.95002 1.28536 4.83328
H 4.43030 -1.35140 5.38575
H 2.24674 -2.00077 3.91697
H 0.64877 0.62756 2.81230
H -1.11816 -0.12420 3.53459
H -3.28721 1.14480 3.20645
H -2.49516 2.24246 1.97474
H -2.02500 1.72051 5.06901
H -0.48242 2.18125 4.21289
C 0.28318 0.21340 -10.00868
C 0.33742 -0.46522 -8.86210
C 1.39864 -1.46337 -8.61132
O 1.44777 -2.08574 -7.56396
C 2.39768 -1.67907 -9.67908
C 2.34382 -1.00058 -10.82597
C 1.28267 -0.00224 -11.07709
O 1.23363 0.61811 -12.12090
H -0.48720 0.94737 -10.20955
H -0.38602 -0.31886 -8.06958
H 3.16794 -2.41311 -9.47809
H 3.06716 -1.14703 -11.61847
```

E, eV: -128469.4852
Energy above the lowest of the compared OMol25 structures with the same formula, charge and spin, kJ/mol: 1406.7
Net charge: +1
E_LUMO, eV: -4.31
HOMO-LUMO gap, Eh: 0.2447
Highest occupied orbital energy, eV: -10.97

Löwdin population analysis, charges in e, atoms 1 to 5: -0.076 -0.247 -0.279 -0.174 -0.391


ORCA calculation (wB97M-V/def2-TZVPD) on a structure of composition C35H40ClIrN5OS7.

Structure (XYZ):
```
90
C35H40ClIrN5OS7 wB97M-V/def2-TZVPD
Ir 0.57159 -0.60648 -0.20866
C -1.74030 -2.81649 0.65526
N -1.70942 -1.59967 -0.20734
C -2.77556 -0.72756 0.35429
C -2.78472 0.65431 -0.22014
N -1.64025 1.44379 0.22204
C -1.66370 2.69887 -0.53814
C -1.59346 1.62565 1.65685
C -2.42728 2.59672 2.21762
C -2.44934 2.86557 3.57267
C -1.61423 2.13676 4.40752
C -0.79059 1.16467 3.87107
C -0.75506 0.87559 2.49758
S 0.37298 -0.45848 2.12510
C -2.04911 -1.94698 -1.59640
C -3.17098 -2.73854 -1.84218
C -3.56170 -3.05489 -3.12976
C -2.82148 -2.56783 -4.20110
C -1.70340 -1.79200 -3.96412
C -1.29866 -1.46951 -2.66296
S 0.14316 -0.47285 -2.49868
H -2.77013 -3.06890 0.91538
H -1.19097 -2.60306 1.57021
H -1.30169 -3.66382 0.14198
H -2.63312 -0.68671 1.43579
H -3.74307 -1.20354 0.17184
H -3.72813 1.14460 0.06853
H -2.76025 0.61173 -1.31184
H -2.66922 3.13923 -0.56983
H -1.36508 2.48191 -1.56514
H -0.99351 3.43730 -0.10530
H -3.07342 3.16366 1.55769
H -3.10239 3.63344 3.96767
H -1.59654 2.32574 5.47353
H -0.13416 0.60140 4.52445
H -3.75154 -3.11735 -1.01028
H -4.42970 -3.67992 -3.29385
H -3.10598 -2.80557 -5.21829
H -1.10600 -1.43019 -4.79236
S 6.47010 -4.65080 -1.10664
C 5.14787 -3.73200 -0.87507
S 3.56376 -4.38866 -0.57945
C 2.71624 -2.87439 -0.45589
C 3.47614 -1.75095 -0.59623
S 2.79153 -0.19040 -0.51513
S 5.17331 -1.99277 -0.89243
S 1.02442 -2.81552 -0.20822
C 6.02826 4.45967 -2.84146
C 4.50973 4.29614 -2.98291
C 4.09358 4.94922 -4.30959
C 4.18786 2.80244 -3.09975
C 3.78665 4.98697 -1.77892
O 3.85535 6.41267 -1.95684
C 4.41515 4.72673 -0.39483
C 4.65717 3.31188 0.14165
C 4.84722 3.28122 1.64640
C 4.41323 2.17871 2.38048
C 4.57358 2.11654 3.75597
C 5.18367 3.17340 4.41062
Cl 5.38593 3.11215 6.13935
C 5.62867 4.27972 3.71084
C 5.45553 4.32655 2.33354
C 2.24619 4.78909 -1.79240
N 1.70441 3.73198 -0.94667
C 1.36988 2.47993 -1.25977
N 1.03988 1.82170 -0.16647
C 1.21416 2.73695 0.82728
N 1.60375 3.91243 0.39361
H 6.52174 4.04932 -3.72433
H 6.42544 3.93720 -1.97056
H 6.32962 5.50967 -2.77529
H 4.63424 4.46550 -5.12654
H 4.31624 6.01420 -4.33270
H 3.02849 4.82458 -4.51754
H 4.79570 2.37184 -3.89898
H 3.14796 2.64298 -3.38983
H 4.38848 2.23180 -2.19311
H 4.78218 6.67432 -1.94418
H 3.79052 5.26671 0.31896
H 5.37275 5.25577 -0.41246
H 5.54028 2.87260 -0.33293
H 3.83875 2.63772 -0.10326
H 3.92664 1.35380 1.87245
H 4.21879 1.26093 4.31564
H 6.10112 5.09726 4.23890
H 5.79850 5.20378 1.79828
H 1.87670 4.61476 -2.79966
H 1.81669 5.71860 -1.42935
H 1.36078 2.08247 -2.26232
H 1.05122 2.52605 1.87234
```

E, eV: -137652.3552
Multiplicity: 2
Energy above the lowest of the compared OMol25 structures with the same formula, charge and spin, kJ/mol: 166.3
<S²>: 0.762
E_LUMO (alpha / beta), eV: -0.18 / -2.09
HOMO-LUMO gap (alpha / beta), Eh: 0.2627 / 0.2023
Highest occupied orbital energy (alpha / beta), eV: -7.33 / -7.59

Löwdin population analysis, charges in e, atoms 1 to 5: 0.509 -0.163 -0.232 -0.171 -0.176


ORCA calculation (wB97M-V/def2-TZVPD) on a structure of composition C35H40FN6O8RuSe3Te.

Structure (XYZ):
```
95
C35H40FN6O8RuSe3Te wB97M-V/def2-TZVPD
Ru -1.11759 1.04432 0.92201
Se -1.58208 1.44894 3.90433
Se 1.03297 2.73496 3.63572
C 1.72956 1.16677 2.80805
C 3.04807 0.81124 3.12121
C 3.59031 -0.34593 2.61533
C 2.79434 -1.16563 1.82730
C 1.51146 -0.74413 1.55403
N 0.98668 0.40734 1.99405
C -2.18105 2.96478 2.97016
C -2.90759 4.02327 3.50873
C -3.19469 5.11429 2.71240
C -2.73761 5.14041 1.40121
C -2.04101 4.04763 0.91745
N -1.79607 2.98297 1.68467
H 3.61615 1.45303 3.77993
H 4.61049 -0.62165 2.85400
H 3.14534 -2.10679 1.42923
H 0.85103 -1.38685 0.99201
H -3.21734 3.97308 4.54310
H -3.75773 5.94815 3.11577
H -2.90935 5.98328 0.74662
H -1.65053 4.03584 -0.09478
C -2.57896 -3.46733 -1.87679
C -1.66654 -2.24935 -1.99184
C -2.07780 -1.39291 -3.18724
C -0.20987 -2.71013 -2.14265
N -1.91105 -1.48223 -0.75650
N -0.93490 -0.45931 -0.56167
H -2.55865 -4.04722 -2.80223
H -3.60321 -3.14486 -1.68089
H -2.25302 -4.11195 -1.05684
H -1.93042 -1.95218 -4.11582
H -1.49306 -0.47348 -3.25446
H -3.12811 -1.10845 -3.10273
H -0.13253 -3.43049 -2.96091
H 0.13843 -3.18348 -1.22130
H 0.45775 -1.87818 -2.38289
H -1.77569 -2.09823 0.04275
H -0.99394 0.23129 -1.33960
H 0.00228 -0.85722 -0.57604
C -5.90652 0.48192 0.47016
C -5.23237 -0.13232 1.51657
C -3.85841 0.01944 1.65993
C -3.13240 0.79057 0.75289
C -3.81381 1.40876 -0.29518
C -5.18780 1.25189 -0.43350
H -6.97841 0.36035 0.35939
H -5.77628 -0.73934 2.23340
H -3.33631 -0.47777 2.46558
H -3.26062 1.98425 -1.02967
H -5.69474 1.73536 -1.26219
F -3.14675 -0.52641 6.55731
C -2.03028 -1.16748 6.19225
C -1.99767 -1.97804 5.12949
N -0.87468 -2.67387 4.75612
C -0.93253 -3.51499 3.56410
C -0.97050 -2.69374 2.25969
O -0.75512 -3.34201 1.21259
O -1.25560 -1.48672 2.39358
C 0.32509 -2.48523 5.39513
O 1.36072 -3.04292 5.09282
N 0.26386 -1.60415 6.46808
C -0.83385 -0.93460 6.98686
O -0.75783 -0.24855 7.98564
H -2.86629 -2.11539 4.50124
H -1.84686 -4.10975 3.62400
H -0.08026 -4.18690 3.57075
H 1.14506 -1.43833 6.92919
O 0.56196 2.18710 -0.13776
Se 0.14108 2.71746 -1.68105
O -0.23584 4.30260 -1.65546
O -1.21491 1.82473 -2.03138
O 1.36222 2.38752 -2.73330
C 6.01582 0.33136 -7.25262
C 5.27650 0.36630 -5.94143
C 5.27260 1.50320 -5.14978
C 4.60210 1.54910 -3.92796
C 4.58760 2.83869 -3.15671
C 3.92612 0.40851 -3.47362
Te 2.94496 0.45318 -1.61175
C 3.89181 -0.74117 -4.28116
C 3.12001 -1.97236 -3.89091
C 4.57189 -0.74468 -5.49426
H 6.36924 1.32547 -7.52951
H 5.37814 -0.03545 -8.05999
H 6.88647 -0.32816 -7.20401
H 5.78881 2.39429 -5.49487
H 5.06763 3.63028 -3.73488
H 5.10494 2.73608 -2.19992
H 3.56409 3.13858 -2.92334
H 2.05178 -1.75364 -3.82722
H 3.40835 -2.34073 -2.90582
H 3.27529 -2.76574 -4.62387
H 4.53804 -1.64009 -6.10855
```

E, eV: -270896.2281
Multiplicity: 6
Energy above the lowest of the compared OMol25 structures with the same formula, charge and spin, kJ/mol: 0.0
Net charge: -2
<S²>: 8.782
E_LUMO (alpha / beta), eV: 3.89 / 3.64
HOMO-LUMO gap (alpha / beta), Eh: 0.2174 / 0.2350
Highest occupied orbital energy (alpha / beta), eV: -2.03 / -2.76

Löwdin population analysis, charges in e, atoms 1 to 5: 1.363 0.694 0.611 -0.731 -0.138